{"formula": "C44H69B3N4O11", "method": "ωB97M-V with the def2-TZVPD basis set", "species": ["C", "C", "C", "C", "C", "C", "C", "C", "C", "C", "C", "B", "O", "B", "C", "C", "C", "C", "C", "C", "C", "C", "C", "C", "O", "B", "O", "C", "C", "N", "C", "C", "C", "O", "O", "H", "H", "H", "H", "H", "H", "H", "H", "H", "H", "H", "H", "H", "H", "H", "H", "H", "H", "H", "H", "H", "H", "H", "H", "H", "H", "H", "H", "H", "H", "H", "H", "H", "H", "H", "H", "H", "H", "H", "H", "H", "H", "H", "H", "H", "H", "H", "H", "H", "H", "H", "H", "H", "H", "C", "C", "C", "C", "C", "C", "N", "O", "O", "H", "H", "H", "H", "H", "C", "C", "C", "C", "C", "C", "N", "O", "O", "H", "H", "H", "H", "H", "C", "C", "C", "C", "C", "C", "N", "O", "O", "H", "H", "H", "H", "H"], "positions_angstrom": [[-5.977766, 1.173053, 5.326749], [-6.379863, 0.532892, 6.662769], [-7.130546, -0.810075, 6.509868], [-6.291795, -2.003471, 6.985624], [-5.100253, -2.329911, 6.080374], [-5.487237, -3.081398, 4.787370], [-5.543962, -2.208195, 3.523997], [-4.191847, -1.561896, 3.161066], [-3.605864, -2.108402, 1.843634], [-2.075244, -2.269634, 1.885662], [-1.344021, -1.060279, 1.214591], [-0.954208, -1.423139, -0.264615], [0.314299, -1.121063, -0.765273], [0.745279, -2.185052, -1.553026], [2.041435, -3.001873, -1.251600], [3.216134, -2.164784, -0.734062], [4.438941, -2.952195, -0.240128], [4.092135, -3.978466, 0.839963], [5.487840, -1.944388, 0.280475], [6.930021, -2.409456, 0.042216], [7.349878, -3.630086, 0.819039], [7.905923, -4.729978, 0.271066], [7.426491, -5.318066, -1.037095], [9.033493, -5.425286, 1.014665], [-0.103821, -2.548687, -2.607769], [-1.288754, -2.963901, -2.022659], [-1.804091, -4.183009, -2.307087], [-3.206692, -4.375098, -2.071681], [-3.455011, -4.912563, -0.677024], [-2.634072, -6.075483, -0.350644], [-3.394128, -7.063817, 0.418172], [-3.718425, -6.518437, 1.816529], [-3.485273, -7.520343, 2.943812], [-5.093632, -6.094842, 1.883477], [-1.859907, -2.111865, -1.072023], [-5.743495, 2.228019, 5.487125], [-5.074105, 0.716505, 4.921455], [-6.797218, 1.118915, 4.609884], [-5.488852, 0.399228, 7.278909], [-7.053317, 1.230292, 7.164029], [-7.440765, -0.948121, 5.472351], [-8.024928, -0.774036, 7.135430], [-5.909706, -1.739466, 7.977465], [-6.907780, -2.896073, 7.121397], [-4.528691, -1.430696, 5.838853], [-4.436509, -2.979513, 6.656990], [-4.745749, -3.869804, 4.621548], [-6.467640, -3.541487, 4.933423], [-6.308916, -1.442778, 3.677618], [-5.905878, -2.836444, 2.704686], [-3.487439, -1.776565, 3.967816], [-4.281848, -0.476149, 3.103225], [-3.866685, -1.446898, 1.015217], [-4.059558, -3.079549, 1.627817], [-1.716824, -2.350178, 2.911774], [-1.779263, -3.169848, 1.341027], [-1.984602, -0.172913, 1.251132], [-0.442762, -0.810465, 1.772934], [1.749552, -3.796944, -0.553679], [2.319892, -3.522221, -2.174003], [3.558443, -1.555599, -1.577747], [2.877539, -1.456524, 0.028698], [4.860863, -3.484088, -1.102033], [4.892670, -4.702164, 0.994698], [3.190408, -4.548747, 0.611682], [3.887544, -3.455306, 1.778689], [5.309925, -1.776330, 1.345618], [5.330341, -1.007297, -0.260697], [7.612363, -1.609172, 0.343252], [7.069888, -2.630783, -1.017117], [7.175665, -3.656472, 1.896381], [8.094669, -6.095583, -1.407035], [6.427848, -5.730526, -0.892961], [7.366270, -4.560598, -1.824115], [9.854479, -4.717496, 1.110687], [8.714682, -5.672969, 2.033613], [9.381060, -6.320040, 0.501679], [-3.773484, -3.455133, -2.219265], [-3.535073, -5.109184, -2.811595], [-4.529511, -5.120612, -0.587248], [-3.222282, -4.103024, 0.017038], [-2.287761, -6.505654, -1.200225], [-2.809909, -7.977813, 0.528765], [-4.322043, -7.327043, -0.108270], [-3.081594, -5.643830, 1.977056], [-4.391271, -8.097052, 3.129042], [-2.627885, -8.170940, 2.776144], [-3.290334, -6.968776, 3.867230], [-5.117833, -5.171283, 2.148258], [-0.690918, 5.539938, -0.157893], [-1.388865, 4.350337, 0.010881], [-0.701696, 3.155294, 0.150934], [0.680700, 3.175248, 0.120962], [1.395036, 4.345808, -0.053111], [0.697480, 5.535897, -0.193577], [1.412624, 1.907412, 0.289907], [0.760650, 0.891563, 0.417417], [2.629653, 1.952384, 0.286645], [-1.227991, 6.472473, -0.263815], [-2.470102, 4.354262, 0.035219], [-1.232894, 2.224119, 0.282604], [2.474304, 4.330105, -0.077709], [1.234918, 6.464038, -0.329693], [-0.062270, 5.481284, -6.883943], [-1.327055, 5.500812, -6.305989], [-1.515537, 6.090525, -5.068032], [-0.423283, 6.655499, -4.432643], [0.841618, 6.641490, -4.988062], [1.021142, 6.048335, -6.226890], [-0.617002, 7.301354, -3.125536], [-1.733830, 7.283825, -2.645542], [0.349081, 7.817152, -2.597513], [0.078157, 5.022375, -7.853916], [-2.167788, 5.057328, -6.821832], [-2.491713, 6.111969, -4.607628], [1.675166, 7.085915, -4.465927], [2.000476, 6.027772, -6.674907], [6.143111, 11.670750, -5.310583], [6.630300, 10.428217, -4.926264], [5.886902, 9.284777, -5.169486], [4.663379, 9.412713, -5.800689], [4.156267, 10.639678, -6.186674], [4.907534, 11.776339, -5.935982], [3.877843, 8.200678, -6.079606], [4.329449, 7.133401, -5.711822], [2.817633, 8.329696, -6.659398], [6.729177, 12.560575, -5.122463], [7.591742, 10.348682, -4.438102], [6.254281, 8.313189, -4.875024], [3.195212, 10.708155, -6.673886], [4.529064, 12.745055, -6.231522]], "atomic_forces_ev_per_a": [[0.2, 0.2, 0.5], [-0.4, 0.0, -0.6], [0.3, -0.1, 0.5], [0.2, 0.5, -0.1], [-0.2, -0.5, 0.1], [0.2, 0.4, 0.0], [-0.2, 0.2, 0.4], [-0.2, -0.4, -0.3], [0.4, -0.2, 0.4], [0.1, 0.8, -0.6], [-0.1, -0.4, 0.2], [-0.1, 1.1, -0.1], [-0.5, -1.9, 0.1], [0.3, 0.8, -0.8], [0.2, 0.2, -0.4], [-0.1, -0.2, -0.1], [-0.1, 0.1, 0.3], [-0.3, 0.1, 0.0], [0.0, -0.4, -0.6], [-1.0, -0.6, 0.5], [-0.1, -0.5, -0.4], [0.0, 0.1, 0.2], [0.8, 0.7, -0.5], [-0.9, -0.2, 0.4], [0.2, -1.0, 0.8], [0.0, 0.5, -0.4], [-0.5, 0.6, -0.4], [0.1, -0.7, 0.2], [0.1, 0.4, 0.0], [-0.2, -0.3, -0.1], [0.1, 0.1, 0.0], [-0.2, -0.1, 0.1], [0.0, 0.4, 0.4], [0.1, 0.1, -0.1], [0.2, -0.6, 0.3], [0.0, 0.0, -0.1], [-0.2, -0.1, -0.2], [0.1, 0.0, -0.1], [-0.1, 0.1, 0.1], [0.2, 0.0, 0.2], [-0.1, 0.0, 0.0], [-0.1, 0.0, -0.2], [0.0, -0.1, 0.0], [0.0, 0.0, -0.1], [0.0, 0.0, 0.1], [0.1, 0.1, 0.0], [-0.2, -0.1, -0.1], [0.1, -0.2, 0.0], [0.0, 0.0, -0.1], [0.0, 0.1, -0.1], [0.0, 0.1, 0.0], [0.0, 0.0, 0.0], [-0.1, -0.1, -0.1], [-0.1, 0.0, 0.1], [-0.1, -0.2, 0.0], [0.0, -0.2, 0.2], [0.0, 0.0, 0.0], [0.0, 0.1, -0.1], [0.0, 0.1, 0.1], [0.1, -0.1, 0.1], [0.0, 0.1, 0.1], [0.0, -0.1, 0.1], [0.0, 0.0, 0.0], [0.1, 0.1, 0.1], [0.1, 0.0, -0.1], [0.1, -0.1, 0.1], [0.0, 0.2, 0.0], [0.1, 0.1, 0.2], [0.1, 0.0, -0.1], [0.1, 0.3, 0.0], [1.0, 0.7, 0.2], [-0.1, -0.1, 0.0], [0.0, -0.1, 0.0], [-0.2, -0.1, 0.0], [0.1, -0.1, -0.1], [0.2, -0.2, 0.0], [0.0, -0.1, 0.1], [0.1, 0.1, 0.0], [0.0, 0.1, -0.1], [0.0, -0.1, 0.0], [-0.1, 0.0, 0.1], [0.0, 0.1, 0.0], [0.2, 0.1, -0.1], [-0.1, -0.1, 0.3], [0.1, -0.1, -0.1], [0.1, -0.2, -0.2], [-0.1, 0.0, -0.1], [0.0, -0.1, 0.0], [0.0, 0.0, 0.0], [0.0, 0.0, 0.0], [0.1, 0.1, 0.0], [-0.2, 0.0, 0.0], [0.0, 0.1, 0.0], [0.1, 0.1, 0.0], [0.0, 0.0, 0.0], [0.0, 0.0, 0.0], [0.3, 0.8, 0.4], [-0.1, 0.0, 0.0], [0.0, 0.0, 0.0], [0.0, 0.0, 0.0], [0.1, 0.0, 0.0], [0.0, -0.1, 0.0], [0.0, 0.0, 0.0], [0.0, 0.0, 0.1], [0.1, 0.0, 0.0], [-0.1, 0.0, 0.0], [0.0, 0.0, -0.1], [0.2, 0.0, 0.0], [-0.3, -0.3, 0.0], [0.0, 0.0, 0.0], [0.0, 0.0, 0.0], [0.0, 0.0, 0.0], [0.0, 0.0, 0.0], [0.0, 0.0, 0.0], [0.0, 0.1, 0.1], [0.0, 0.0, 0.1], [0.0, 0.0, 0.0], [0.0, 0.0, 0.0], [0.0, 0.1, 0.0], [0.1, -0.1, 0.1], [0.1, 0.1, 0.0], [-0.1, 0.1, -0.1], [0.1, 0.0, 0.0], [0.0, 0.0, 0.0], [0.0, 0.0, 0.0], [0.2, 0.2, -0.1], [0.0, 0.0, 0.0], [0.0, 0.0, 0.0], [-0.1, 0.0, 0.0], [0.0, -0.1, 0.0], [0.0, 0.0, 0.0]], "homo_ev": -7.763, "e_lumo_ha": -0.0290}